a) DFT (the ωB97M-V functional and the def2-TZVPD basis) results for a molecular structure, C6H10BrNO2.

* Kohn-Sham gap (alpha / beta): 6.50 / 8.20 eV
* E_LUMO (alpha / beta): -1.788 / -0.839 eV
* highest occupied orbital energy (alpha / beta): -0.305 / -0.332 Ha

```
! RIJCOSX wB97M-V def2-TZVPD def2/J DEFGRID3
* xyz 0 1
C -0.6825 -0.0182 -1.2179
C -1.0527 1.8362 -1.0064
C -2.3008 2.3101 -1.3744
C 1.8781 -1.4636 1.2043
C 0.4945 -0.5509 -0.6097
C 0.5375 -0.6649 0.9404
N -1.6973 -0.7616 -1.6666
O -1.4863 -1.9684 -1.6588
O -2.6960 -0.1806 -2.2282
Br 0.2712 2.7492 -0.1088
H -2.5544 1.9101 -2.4138
H -3.1698 1.8650 -0.8899
H -2.5801 3.4223 -1.3699
H 2.8500 -0.9655 0.8581
H 1.7780 -2.3598 0.5124
H 1.9668 -1.6289 2.2047
H 1.3553 0.1817 -0.8016
H 0.8135 -1.4256 -1.1484
H -0.3628 -1.1821 1.3173
H 0.4689 0.3326 1.4715
*
```

=====

b) DFT (the ωB97M-V functional and the def2-TZVPD basis) results for 2 unconnected molecules or ions with the total composition C6H10BrNO2.

* SMILES: CC(C)(Br)C(O)=C=N.C=O
* Kohn-Sham gap: 8.87 eV
* E_LUMO: 0.317 eV
* highest occupied orbital energy: -0.314 Ha

```
! RIJCOSX wB97M-V def2-TZVPD def2/J DEFGRID3
* xyz 0 1
C -2.1849 -0.0321 -0.9763
C -1.0772 -0.1544 0.0746
C -0.9895 -1.3680 0.9787
Br -1.6397 1.3982 1.4134
C 0.2411 0.3500 -0.5058
O 0.1440 1.4244 -1.3460
C 1.3038 -0.4344 -0.5735
N 2.2454 -1.2109 -0.5985
H -2.7504 0.9289 -1.0730
H -1.8664 -0.3844 -1.9636
H -2.9489 -0.7551 -0.6550
H -0.3459 -1.2822 1.8694
H -0.6611 -2.2870 0.4701
H -2.0082 -1.6245 1.3119
H 0.3276 1.2570 -2.2743
H 3.1066 -1.3255 0.0070
C 2.2134 1.2911 0.9708
O 2.9111 0.3604 1.2739
H 1.6265 2.0229 1.5670
H 2.3527 1.8255 0.0292
*
```

=====

b) comes first in stability; the runner-up is 97.4 kcal/mol higher.

=====

a) DFT (the ωB97M-V functional and the def2-TZVPD basis) results for 2 unconnected molecules or ions with the total composition C4H4N2O.

* Kohn-Sham gap (alpha / beta): 6.16 / 7.57 eV
* E_LUMO (alpha / beta): 1.109 / -2.223 eV
* highest occupied orbital energy (alpha / beta): -0.186 / -0.360 Ha

```
! RIJCOSX wB97M-V def2-TZVPD def2/J DEFGRID3
* xyz 0 3
C -1.2713 -0.6538 0.7108
C 0.0570 -0.7251 1.2061
C 3.4404 0.0863 0.0812
C -1.1295 -0.9119 -0.6251
N 2.3958 0.3711 -0.1204
N 0.8804 -1.0635 0.2329
O 0.1446 -1.1692 -0.9005
H -2.3015 -0.3599 1.0665
H 0.5162 -0.6215 2.2039
H 4.4008 -0.3986 0.4244
H -1.7895 -0.6534 -1.4719
*
```

=====

b) DFT (the ωB97M-V functional and the def2-TZVPD basis) results for C4H4N2O in the gas phase.

* Kohn-Sham gap (alpha / beta): 7.06 / 7.64 eV
* E_LUMO (alpha / beta): 0.906 / -3.150 eV
* highest occupied orbital energy (alpha / beta): -0.226 / -0.397 Ha

```
! RIJCOSX wB97M-V def2-TZVPD def2/J DEFGRID3
* xyz 0 3
C -0.2259 -0.0895 -0.1734
C 2.2085 -1.1092 0.0432
C 1.1975 -0.1706 0.0801
C -0.8378 1.0784 0.0049
N 3.3711 -0.4251 -0.0568
N 3.1384 0.7958 -0.0669
O 1.8164 1.0857 0.0569
H -0.8397 -0.9853 -0.5506
H 2.2273 -2.1889 -0.0182
H -0.4518 1.9478 0.3544
H -1.8298 1.1544 -0.1748
*
```

=====

b) comes first in stability; the runner-up is 37.5 kcal/mol higher.